{
  "formula": "C11H22N2O4S",
  "method": "the ωB97M-V functional and the def2-TZVPD basis",
  "smiles": "S=C1NCCOCCOCCOCCOCCN1",
  "elements": ["S", "C", "N", "H", "C", "H", "C", "O", "C", "C", "O", "C", "C", "O", "C", "C", "O", "C", "C", "N", "H", "H", "H", "H", "H", "H", "H", "H", "H", "H", "H", "H", "H", "H", "H", "H", "H", "H", "H", "H"],
  "xyz": [[-3.943987, -1.790433, 0.034110], [-2.956581, -0.615218, 0.500745], [-1.663331, -0.929148, 0.544185], [-0.955235, -0.108632, 0.995469], [-0.939644, -1.853253, 0.170019], [-0.023836, -2.310246, 0.942477], [-0.159755, -1.948592, -1.067272], [0.739192, -0.930218, -1.333631], [1.336861, -0.719173, -2.600321], [2.317490, 0.387211, -2.410858], [3.690855, -0.241660, -2.192283], [3.866219, -0.352294, -0.843823], [3.908476, 1.110271, 0.223477], [2.755838, 1.559973, 0.356329], [1.803268, 1.134219, 1.146299], [0.766731, 1.961503, 1.512812], [-0.389480, 1.400332, 2.232244], [-1.554245, 1.992391, 2.211434], [-2.568611, 1.791051, 0.742997], [-3.190216, 0.531138, 0.850850], [-4.223104, 0.814585, 0.640766], [-1.619932, 1.710195, -0.005977], [-3.112244, 2.570863, 0.720324], [-1.340672, 2.922381, 2.405513], [-2.227621, 1.590915, 2.677340], [0.895754, 2.857767, 2.005467], [0.346461, 2.503096, 0.552428], [1.382466, 0.011508, 0.655771], [2.384380, 0.755319, 2.286422], [4.368202, 0.592154, 1.232407], [4.603583, 1.540964, -0.434805], [4.724586, -0.826916, -0.692997], [2.943752, -1.026908, -0.321684], [2.511046, 0.868317, -3.385665], [2.034434, 1.197618, -1.740433], [0.473950, -0.661881, -3.304771], [1.713738, -1.585564, -3.000694], [0.153345, -3.110944, -1.412859], [-1.061738, -1.663205, -1.969346], [-1.519187, -3.004149, 0.095963]],
  "forces_ev_per_angstrom": [[-2.7, -1.6, -0.8], [3.3, -7.0, -2.1], [0.8, 11.4, 4.9], [-2.8, -2.3, -1.3], [6.9, -14.9, -0.4], [-2.4, 1.7, -0.8], [-3.0, -0.7, -7.3], [1.2, 0.0, 2.2], [-3.2, 0.7, 1.1], [2.3, -0.4, -3.0], [-2.6, 2.3, 0.0], [-5.3, 0.6, 4.0], [5.9, -9.1, -0.6], [-4.8, 6.7, -1.2], [2.7, -10.1, 3.8], [-7.2, 4.5, -2.3], [4.8, -4.7, -0.9], [1.8, 1.9, -8.6], [11.7, -5.3, 1.0], [-8.2, 9.9, 1.3], [2.0, -1.7, 0.9], [-2.7, 0.6, 0.9], [-4.3, 5.2, -0.7], [-0.3, 5.8, 1.0], [-6.3, -4.5, 6.6], [1.7, 1.8, 1.8], [0.4, -1.4, 0.9], [0.7, 3.1, 1.6], [-1.5, 0.7, -2.9], [-0.8, 1.6, -2.1], [0.7, 2.1, 0.0], [3.8, -2.1, 0.9], [2.5, 1.5, -1.4], [-0.4, -0.1, 0.3], [0.2, -0.6, 0.4], [0.3, 1.4, 0.0], [2.0, -2.3, -0.4], [-0.3, 3.2, 1.4], [1.9, -1.2, 1.8], [1.0, 3.3, 0.3]],
  "lowdin_charge": [0.6735, -1.0259, -0.0337, 0.2127, -0.4395, 0.1830, -0.2748, -0.2171, -0.1830, -0.0907, -0.1229, -0.1881, -0.2086, -0.1343, -0.2793, -0.1791, -0.1123, -0.1640, -0.0362, -0.0246, 0.1895, 0.1594, 0.0363, 0.0761, 0.0302, 0.1112, 0.1695, 0.1841, 0.2116, 0.1688, 0.0973, 0.0477, 0.1565, 0.1304, 0.1216, 0.1351, 0.1000, 0.1804, 0.1737, 0.1653]
}

{
  "formula": "C11H7AuBrN",
  "method": "the ωB97M-V functional and the def2-TZVPD basis",
  "elements": ["Au", "Br", "C", "C", "C", "C", "C", "C", "C", "C", "C", "C", "H", "H", "H", "H", "H", "H", "N", "C", "H"],
  "xyz": [[0.466910, -2.623472, 0.862708], [2.827000, -0.926459, -0.335930], [1.534642, 0.470931, -0.384225], [2.046031, 1.727985, -0.512404], [1.180017, 2.828200, -0.689041], [-0.158889, 2.615370, -0.793090], [-0.701106, 1.309935, -0.676908], [-2.093942, 1.114843, -0.861050], [-2.631186, -0.128635, -0.761691], [-1.811204, -1.219603, -0.388932], [-0.457844, -1.098406, -0.171535], [0.132384, 0.193137, -0.396729], [3.116896, 1.874350, -0.510669], [1.593024, 3.824822, -0.772898], [-0.837442, 3.440423, -0.974438], [-2.712471, 1.974912, -1.088990], [-3.690107, -0.284613, -0.927696], [-2.288998, -2.180377, -0.242631], [1.488758, -4.302796, 3.273491], [1.176999, -3.856136, 2.253773], [1.820524, -4.754407, 4.098888]],
  "forces_ev_per_angstrom": [[0.0, 0.1, 0.0], [0.1, 0.0, 0.1], [-0.1, 0.0, 0.0], [-0.1, 0.1, 0.0], [0.1, -0.1, 0.0], [0.0, -0.1, 0.0], [-0.1, 0.1, -0.1], [0.1, 0.1, 0.0], [0.0, -0.2, 0.0], [-0.1, 0.1, 0.0], [0.1, -0.1, 0.1], [0.1, -0.1, -0.1], [0.0, 0.0, 0.0], [0.0, 0.0, 0.0], [0.0, 0.0, 0.0], [0.0, 0.0, 0.0], [0.0, 0.0, 0.0], [0.0, 0.0, 0.0], [0.1, -0.3, -0.1], [-0.2, 0.3, 0.0], [0.0, 0.0, 0.0]],
  "lowdin_charge": [0.6916, 0.6884, -0.6165, -0.1535, -0.0847, -0.0451, -0.1742, -0.0525, -0.0932, -0.1692, -0.3291, -0.2416, 0.0893, 0.1025, 0.1098, 0.1081, 0.0991, 0.0700, 0.1573, -0.2559, 0.0994]
}

{
  "formula": "C4H9NO2",
  "method": "the ωB97M-V functional and the def2-TZVPD basis",
  "smiles": "C=C(N)OCCO",
  "elements": ["N", "C", "O", "C", "C", "C", "O", "H", "H", "H", "H", "H", "H", "H", "H", "H"],
  "xyz": [[2.261665, -0.096505, 1.213762], [1.140883, -0.491975, 0.533250], [0.027960, -0.160944, 1.204603], [1.171141, -1.142954, -0.633559], [-1.253120, -0.338607, 0.396492], [-1.503306, 0.678884, -0.697833], [-1.489859, 1.954730, -0.129276], [2.166129, 0.672828, 1.847243], [3.142510, -0.188399, 0.743158], [2.092086, -1.320974, -1.142850], [0.358289, -1.675000, -1.068836], [-1.374240, -1.359217, -0.001929], [-1.953883, -0.187349, 1.209302], [-0.768574, 0.594944, -1.498522], [-2.489435, 0.460868, -1.131467], [-1.528244, 2.599675, -0.843532]],
  "forces_ev_per_angstrom": [[0.1, 0.0, 0.3], [0.2, -0.1, -0.5], [-1.9, -0.3, -1.5], [0.3, -0.3, -0.3], [0.9, 0.1, 1.4], [0.3, -0.5, 0.0], [0.0, 0.8, 0.1], [0.0, 0.2, 0.0], [0.0, 0.0, 0.0], [0.6, 0.0, 0.0], [-0.6, 0.1, -0.1], [0.4, 0.4, 0.4], [-0.4, 0.0, -0.1], [0.1, -0.1, 0.0], [0.0, -0.2, 0.1], [0.0, 0.0, 0.2]],
  "lowdin_charge": [0.1288, -0.5281, -0.0255, 0.0123, -0.1074, -0.2698, -0.0474, 0.0952, 0.0956, 0.0408, 0.0352, 0.1200, 0.1220, 0.1114, 0.1247, 0.0923]
}

{
  "formula": "C3H7PS2",
  "method": "the ωB97M-V functional and the def2-TZVPD basis",
  "smiles": "C[P@H](=C=S)CS",
  "elements": ["C", "C", "C", "P", "S", "S", "H", "H", "H", "H", "H", "H", "H"],
  "xyz": [[2.707270, 0.012313, -0.671077], [0.385482, -1.320798, -0.042318], [-1.040042, 1.150064, 0.582040], [0.737513, 0.427946, -0.111716], [4.058088, 0.507037, -0.133606], [-2.385365, 0.924433, -0.622412], [1.212370, -1.890120, 0.302462], [0.024241, -1.870949, -0.942223], [-0.433400, -1.425901, 0.813056], [-1.194482, 2.302750, 0.639455], [-1.341972, 0.736028, 1.618022], [0.463712, 0.434945, -1.370796], [-3.193416, 0.012255, -0.060893]],
  "forces_ev_per_angstrom": [[0.1, 0.0, -0.1], [-3.0, -1.8, 2.1], [-0.6, 1.0, 0.8], [-0.8, 0.9, 3.0], [0.6, 0.1, 0.1], [-0.4, -0.5, -0.5], [0.9, -0.4, 0.4], [0.1, 1.0, 0.5], [1.5, -0.1, -1.8], [1.4, -1.9, 0.3], [0.7, 0.6, -1.7], [-0.9, 1.1, -3.3], [0.3, -0.1, 0.1]],
  "lowdin_charge": [-0.7999, -0.3739, -0.7447, 0.7301, 0.6537, 0.5801, 0.0007, 0.0604, 0.0775, 0.0213, 0.0466, -0.0833, -0.1686]
}

Largest force on an atom for the records above, in order: 16.453, 0.351, 2.484, 4.037 eV Å⁻¹
DFT total energy for the records above, in order: -33754.6664, -86744.3649, -9877.7364, -34179.4765 eV
LUMO energy for the records above, in order: 0.0200, 0.0161, 0.0322, -0.0096 Ha